Entry 1:
Computed, not measured: 9 unconnected molecules or ions with the total composition C30H43F15N2O16, with wB97M-V/def2-TZVPD.

orbital gap	10.612	eV
strongest force on any atom	0.1180	hartree/bohr
E	-108306.8009	eV
SMILES	CCOC(=O)C(F)(F)F.CCOC(=O)C(F)(F)F.CCOC(=O)C(F)(F)F.CCOC(=O)C(F)(F)F.CCOC(=O)C(F)(F)F.COC(=O)OC.COC(=O)OC.CC#N.CC#N

XYZ file:
```
106
C30H43F15N2O16, DFT wB97M-V/def2-TZVPD
C 5.37227 -8.76858 1.70290
C 3.85146 -8.46255 1.90384
O 3.76321 -7.04830 2.18765
C 3.56767 -6.55852 3.46821
O 3.48727 -7.23990 4.50036
C 3.44012 -5.06125 3.67337
F 2.59415 -4.77950 4.67073
F 4.61463 -4.55953 4.04047
F 2.97403 -4.56450 2.54329
H 5.84496 -8.21634 0.89069
H 5.48154 -9.84310 1.55604
H 5.98148 -8.55288 2.58065
H 3.48285 -9.12326 2.68850
H 3.26427 -8.79736 1.04874
C -1.03222 8.77493 8.73377
C -1.37753 7.25874 8.61095
O -0.57767 6.66510 7.51321
C -0.90590 5.63373 6.88528
O -1.79549 4.82608 7.15579
C 0.12572 5.27645 5.73566
F -0.51507 5.32762 4.53418
F 1.07035 6.17218 5.59840
F 0.65434 4.08868 6.05619
H -1.35761 9.12049 7.75255
H 0.03540 8.92248 8.89662
H -1.46476 9.38825 9.52425
H -2.42956 7.02524 8.44722
H -1.08443 6.73166 9.51891
C 3.10180 -3.71813 -5.12489
C 3.54025 -5.12400 -5.64022
O 4.13868 -5.10979 -6.96464
C 3.30647 -5.23690 -7.99496
O 2.06163 -5.17910 -7.99241
C 4.01383 -5.43283 -9.40561
F 3.97862 -6.74645 -9.74831
F 3.41327 -4.79353 -10.40060
F 5.33263 -5.10010 -9.41231
H 2.94660 -3.61940 -4.05053
H 2.22529 -3.35045 -5.65841
H 3.96310 -3.13595 -5.45253
H 2.65399 -5.75155 -5.54623
H 4.31825 -5.45987 -4.95466
C 6.00593 6.62511 -4.41519
C 5.83339 5.13633 -4.64691
O 4.89909 4.49498 -3.77845
C 4.53346 3.15281 -3.95452
O 5.13409 2.43913 -4.80032
C 3.35759 2.68654 -3.08330
F 3.78631 1.76830 -2.17829
F 2.76037 3.69942 -2.49667
F 2.41656 2.11521 -3.81462
H 5.02979 7.10718 -4.36162
H 6.60369 7.03882 -5.22737
H 6.55897 6.76174 -3.48590
H 6.81457 4.67304 -4.54322
H 5.59349 4.90831 -5.68545
C -0.45271 -6.27481 -0.76580
C -1.23412 -6.96630 0.29256
O -2.37687 -6.26673 0.60244
C -2.48840 -5.57191 1.74950
O -1.61675 -5.38285 2.57168
C -3.88451 -5.10150 2.14540
F -4.81076 -5.74021 1.49472
F -4.08004 -5.29774 3.49032
F -3.94792 -3.81183 1.87995
H 0.42205 -6.89350 -0.96606
H -0.02157 -5.32642 -0.44521
H -1.04804 -6.14984 -1.67027
H -0.54031 -7.12633 1.11786
H -1.40291 -8.00584 0.01154
C -3.90007 7.30767 2.55775
O -4.07286 7.48873 3.98163
C -4.40770 8.69147 4.39959
O -4.54621 9.72705 3.75274
O -4.64064 8.58092 5.76172
C -5.32342 9.47269 6.56685
H -2.98034 7.73164 2.15472
H -4.63817 7.82942 1.94858
H -3.88449 6.25167 2.28808
H -4.91399 10.48279 6.55414
H -5.32259 9.09084 7.58778
H -6.37554 9.55327 6.29367
C -5.36999 -0.65355 -2.25750
O -6.20568 -1.78615 -2.68090
C -5.59445 -2.98199 -2.70412
O -4.40854 -3.21702 -2.66848
O -6.55094 -3.91233 -2.85587
C -6.23667 -5.25589 -3.09628
H -4.66198 -0.94525 -1.48178
H -5.94945 0.24124 -2.03018
H -4.71958 -0.32063 -3.06635
H -6.09864 -5.36932 -4.17154
H -7.04625 -5.88755 -2.73066
H -5.32974 -5.51282 -2.54896
C -2.09397 5.20974 -3.23842
C -1.24875 6.29851 -2.91083
N -0.53218 7.17343 -2.68018
H -2.74860 4.74216 -2.50294
H -1.35231 4.42563 -3.39076
H -2.57584 5.38974 -4.19941
C -0.53830 -1.19433 -0.45419
C -0.95792 0.10047 0.02232
N -1.32920 1.15311 0.37623
H -0.69964 -1.19225 -1.53218
H -1.15834 -1.94877 0.03002
H 0.50814 -1.33369 -0.18279
```

Entry 2:
Computed, not measured: 14 unconnected molecules or ions with the total composition C4H36NO14, with wB97M-V/def2-TZVPD.

multiplicity	2
orbital gap (spin up / spin down)	10.372 / 5.099	eV
strongest force on any atom	0.1126	hartree/bohr
E	-34881.7378	eV
expectation value of S²	0.759

XYZ file:
```
55
C4H36NO14, DFT wB97M-V/def2-TZVPD
C -1.62396 2.86721 0.94565
N -1.86106 2.30909 -0.42031
C -2.08098 -0.06414 0.51191
C -1.45641 0.88864 -0.57808
C 0.10606 0.55410 -0.49778
O 0.37934 -0.83547 -0.81761
H -1.38307 2.14204 1.62801
H -0.70977 3.48408 0.94954
H -2.47530 3.55117 1.27969
H -1.57049 2.91704 -1.10858
H -2.63186 -0.95722 0.26126
H -2.60547 0.56161 1.18176
H -1.18892 -0.54682 0.88265
H -1.61420 0.54642 -1.69126
H 0.47626 0.54956 0.54649
H 0.64715 1.14461 -1.15135
H 1.49249 2.41998 -2.99189
H 1.86420 3.32270 -1.78886
O 1.19349 3.20388 -2.46662
H -1.45543 -1.00272 -4.26383
H -0.45606 -0.60083 -3.10811
O -0.82121 -0.40020 -3.96164
H -4.49267 -0.58064 1.51737
H -5.07427 0.02467 0.18066
O -5.23649 -0.63351 0.88377
H 1.58350 -0.37215 3.20187
H 1.20731 1.21526 3.13544
O 1.91851 0.57775 3.25008
H 1.33253 -2.07559 -2.05987
H 1.44789 -1.61971 -3.44510
O 1.90011 -2.29446 -2.86524
H 1.99126 -2.42646 3.07974
H 0.55935 -2.22421 2.55256
O 1.23389 -1.96960 3.40159
H -0.59237 -3.01534 1.12029
H 0.05080 -1.59378 0.28104
O 0.07243 -2.34878 1.11880
H -0.89587 -1.78270 -1.38378
H -2.36060 -2.23807 -0.97914
O -1.74952 -2.31401 -1.72734
H 4.25021 -1.17950 1.94186
H 3.70980 -2.31394 1.01727
O 4.06896 -2.03676 1.83437
H -3.69040 1.71386 -0.64119
H -4.12442 0.36190 -1.25425
O -4.47152 1.12608 -0.93087
H 2.21531 3.10675 -0.40552
H 2.96803 2.11887 0.57390
O 2.76723 3.03326 0.44589
H 2.96116 0.58630 2.05858
H 3.29636 -0.23311 0.60382
O 3.46023 0.57374 1.19526
H 1.93277 -2.39298 0.18728
H 2.83858 -2.12805 -1.00194
O 2.69709 -2.71983 -0.22825
```

Entry 3:
Computed, not measured: a molecular structure, C36H65N9O4S2Sb, with wB97M-V/def2-TZVPD.

total charge	-1
orbital gap	5.511	eV
strongest force on any atom	0.0629	hartree/bohr
E	-88189.1447	eV

XYZ file:
```
117
C36H65N9O4S2Sb, DFT wB97M-V/def2-TZVPD
C -3.00302 2.16481 4.15634
C -2.27556 3.27474 3.35307
C -2.18223 2.93932 1.82933
C -3.08385 3.88219 0.95693
C -4.38309 3.18697 0.50126
C -4.38733 2.70768 -0.96299
C -3.06962 2.00407 -1.42148
C -2.88843 0.66911 -0.66102
C -1.44501 0.31000 -0.18998
C -0.30813 1.13664 -0.78445
C 1.04969 0.81207 -0.11550
Sb 2.47288 2.35245 -0.89577
S 3.16181 3.04540 1.41902
C 4.96517 2.68878 1.46366
C 5.12474 1.67126 2.55623
O 5.59959 1.96682 3.60720
O 4.64491 0.46373 2.24680
C 4.98943 -0.57400 3.15835
C 3.81937 -0.75453 4.14084
C 4.02938 -0.05921 5.50369
O 3.53720 -2.14556 4.43161
C 2.87448 -2.75423 3.41624
O 3.44733 -3.37916 2.61144
C 1.35023 -2.68880 3.32694
S 0.75273 -1.09932 2.64224
H -3.01194 1.21123 3.61838
H -4.05277 2.40067 4.35157
H -2.48670 1.95444 5.09619
H -1.25525 3.32172 3.73843
H -2.81105 4.21363 3.50351
H -2.62942 1.95305 1.73343
H -1.15189 2.94355 1.47681
H -2.47388 4.24319 0.12477
H -3.27227 4.77064 1.56730
H -4.61924 2.33998 1.15587
H -5.20332 3.89850 0.66063
H -4.45792 3.61289 -1.58679
H -5.26497 2.10459 -1.21466
H -2.28861 2.74306 -1.26839
H -3.23601 1.76673 -2.47355
H -3.21512 -0.12858 -1.33035
H -3.55153 0.58885 0.20770
H -1.26076 -0.73920 -0.47181
H -1.38850 0.31061 0.90334
H -0.46880 2.19832 -0.55670
H -0.20647 1.06031 -1.86984
H 0.90893 0.96688 0.96348
H 1.38112 -0.21577 -0.30864
H 1.24417 3.56890 -0.79878
H 3.58118 3.54802 -1.56148
H 3.76396 1.15533 -0.90276
H 1.92638 1.92169 -2.51906
H 5.27054 2.27408 0.49281
H 5.56878 3.57289 1.65407
H 5.04263 -1.48966 2.56267
H 5.96250 -0.45630 3.63536
H 2.94294 -0.27365 3.69899
H 3.98731 -0.78054 6.32463
H 5.02227 0.38882 5.55403
H 3.29184 0.72079 5.68988
H 1.02594 -3.46495 2.63959
H 0.90784 -2.93299 4.29705
H 0.08679 -1.41111 1.50616
C 0.83023 -4.73847 7.52787
C -0.42116 -4.43424 6.82678
N -1.38803 -4.19572 6.27833
H 1.22964 -3.83209 7.97845
H 0.64614 -5.47444 8.30799
H 1.55902 -5.13761 6.82500
C -3.23668 -2.91088 -3.83640
C -2.50708 -1.65600 -3.63444
N -1.93014 -0.69252 -3.45485
H -4.30560 -2.75587 -3.70180
H -3.05065 -3.27654 -4.84235
H -2.89223 -3.65354 -3.11955
C 0.24065 -5.35872 -4.18649
C -0.97008 -5.35875 -5.00815
N -1.92781 -5.33569 -5.61668
H 0.45685 -4.34375 -3.85558
H 0.09554 -5.99446 -3.31404
H 1.08328 -5.73005 -4.76504
C -2.87697 8.09469 1.47665
C -3.41541 7.40525 0.30220
N -3.83200 6.85720 -0.60234
H -1.88957 8.49149 1.24931
H -3.53653 8.91323 1.75868
H -2.79699 7.39600 2.30757
C 4.46064 -4.40868 -4.14452
C 3.53215 -4.84138 -5.19340
N 2.81138 -5.16870 -6.01061
H 5.42172 -4.15464 -4.58642
H 4.05989 -3.53386 -3.63522
H 4.59995 -5.21037 -3.42195
C -5.12023 -7.25348 -6.23832
C -5.68331 -6.31515 -5.26260
N -6.12017 -5.58678 -4.50622
H -5.89152 -7.57164 -6.93693
H -4.31543 -6.77091 -6.78941
H -4.72358 -8.12702 -5.72534
C -0.38968 -6.84056 -8.59137
C -1.37635 -7.91968 -8.70205
N -2.14368 -8.75501 -8.78710
H 0.28452 -7.04075 -7.76112
H 0.18496 -6.77511 -9.51318
H -0.89566 -5.89363 -8.41474
C 6.03178 4.63082 4.98479
C 5.90794 6.08469 5.14789
N 5.81533 7.21122 5.27865
H 7.03957 4.37978 4.66226
H 5.82742 4.13638 5.93221
H 5.32412 4.27515 4.24029
C -1.81435 5.70722 -2.80879
C -0.77900 5.51983 -1.78834
N 0.01882 5.35125 -0.99329
H -2.60244 6.34932 -2.42005
H -1.37887 6.16600 -3.69511
H -2.24223 4.74258 -3.07962
```

Q: Among the records above, which one has the highest E?
A: C4H36NO14